Formula: C3H3NO2
Source: OMol25
Level of theory: ωB97M-V with the def2-TZVPD basis set

Its structure (SMILES) is C=C=C(O)N=O. As for the HOMO-LUMO gap (spin up / spin down): 8.74 / 8.74 eV. Its LUMO energy (spin up / spin down) is -0.755 / -0.755 eV. The energy above the lowest of the compared OMol25 structures with the same formula, charge and spin is 114.8 kcal/mol. Its calculated total energy is -321.19477 Eh. The calculation puts the max |F| at 0.01239 hartree/bohr.

CARTESIAN COORDINATES (ANGSTROEM)
C1 -1.414 1.145 0.002
C2 -0.248 0.586 -0.153
C3 0.780 -0.227 -0.131
O1 2.065 0.043 -0.458
N1 0.608 -1.598 0.310
O2 -0.518 -1.944 0.556
H1 -2.166 1.145 -0.783
H2 -1.668 1.623 0.945
H3 2.562 -0.773 -0.288

Results of the Mulliken charge analysis, in e, for atoms 1 through 4:
1. C -0.5691
2. C 0.4365
3. C 0.1050
4. O -0.4800



Formula: C3H3NO2
Source: OMol25
Level of theory: ωB97M-V with the def2-TZVPD basis set

Its structure (SMILES) is O=CN=C=CO. As for the HOMO-LUMO gap: 9.35 eV. Its LUMO energy is 0.390 eV. The energy above the lowest of the compared OMol25 structures with the same formula, charge and spin is 66.2 kcal/mol. Its calculated total energy is -321.27215 Eh. The calculation puts the max |F| at 0.01298 hartree/bohr.

CARTESIAN COORDINATES (ANGSTROEM)
O1 -1.595 -1.365 -1.007
C1 -0.655 -1.737 -0.359
N1 0.629 -1.137 -0.447
C2 0.731 -0.012 0.060
C3 0.675 1.178 0.607
O2 0.222 2.298 -0.038
H1 -0.681 -2.595 0.330
H2 1.028 1.350 1.616
H3 -0.354 2.020 -0.762

Results of the Mulliken charge analysis, in e, for atoms 1 through 4:
1. O -0.4363
2. C 0.2011
3. N -0.4104
4. C 0.4563



Formula: C3H3NO2
Source: OMol25
Level of theory: ωB97M-V with the def2-TZVPD basis set

Its structure (SMILES) is COC(=O)C#N. As for the HOMO-LUMO gap: 11.62 eV. Its LUMO energy is -0.079 eV. The energy above the lowest of the compared OMol25 structures with the same formula, charge and spin is 37.9 kcal/mol. Its calculated total energy is -321.31717 Eh. The calculation puts the max |F| at 0.02405 hartree/bohr.

CARTESIAN COORDINATES (ANGSTROEM)
C1 0.268 0.882 0.925
O1 0.975 0.170 -0.098
C2 0.437 -0.845 -0.768
O2 1.091 -1.744 -1.215
C3 -1.019 -0.807 -1.047
N1 -2.126 -0.866 -1.379
H1 -0.627 1.392 0.554
H2 0.014 0.200 1.741
H3 0.986 1.618 1.288

Results of the Mulliken charge analysis, in e, for atoms 1 through 4:
1. C -0.6706
2. O -0.3073
3. C 0.6241
4. O -0.4553



Formula: C3H3NO2
Source: OMol25
Level of theory: ωB97M-V with the def2-TZVPD basis set

As for the HOMO-LUMO gap (spin up / spin down): 8.84 / 8.85 eV. Its LUMO energy (spin up / spin down) is -0.566 / -0.566 eV. The energy above the lowest of the compared OMol25 structures with the same formula, charge and spin is 111.8 kcal/mol. Its calculated total energy is -321.19942 Eh. The calculation puts the max |F| at 0.02809 hartree/bohr.

CARTESIAN COORDINATES (ANGSTROEM)
C1 1.398 0.011 -0.034
O1 0.725 0.275 -1.057
C2 -1.109 0.207 -0.764
O2 -1.848 0.437 -1.607
C3 -1.082 -0.229 0.831
N1 -2.097 -0.418 1.417
H1 0.058 -0.258 1.026
H2 1.789 -1.002 0.129
H3 1.796 0.820 0.593

Results of the Mulliken charge analysis, in e, for atoms 1 through 4:
1. C -0.4127
2. O -0.3840
3. C 0.6033
4. O -0.2717



Formula: C3H3NO2
Source: OMol25
Level of theory: ωB97M-V with the def2-TZVPD basis set

Its structure (SMILES) is Oc1cocn1. As for the HOMO-LUMO gap: 9.91 eV. Its LUMO energy is 0.749 eV. The energy above the lowest of the compared OMol25 structures with the same formula, charge and spin is 47.0 kcal/mol. Its calculated total energy is -321.30267 Eh. The calculation puts the max |F| at 0.08788 hartree/bohr.

CARTESIAN COORDINATES (ANGSTROEM)
O1 -2.043 0.023 -0.084
C1 -0.673 0.006 -0.106
C2 0.085 1.089 0.041
O2 1.423 0.615 -0.031
C3 1.354 -0.683 -0.006
N1 0.116 -1.182 0.035
H1 -2.479 -0.892 0.336
H2 -0.087 2.187 0.078
H3 2.304 -1.163 -0.264

Results of the Mulliken charge analysis, in e, for atoms 1 through 4:
1. O -0.5525
2. C 0.4339
3. C -0.2092
4. O -0.2836



Formula: C3H3NO2
Source: OMol25
Level of theory: ωB97M-V with the def2-TZVPD basis set

Its structure (SMILES) is O=c1cc[nH]o1. As for the HOMO-LUMO gap: 9.40 eV. Its LUMO energy is 0.550 eV. The energy above the lowest of the compared OMol25 structures with the same formula, charge and spin is 91.2 kcal/mol. Its calculated total energy is -321.23231 Eh. The calculation puts the max |F| at 0.16016 hartree/bohr.

CARTESIAN COORDINATES (ANGSTROEM)
O1 -2.098 -1.291 -0.102
C1 -1.134 -0.622 -0.128
C2 0.212 -0.897 0.383
C3 0.864 0.297 0.100
N1 0.113 1.186 -0.455
O2 -1.059 0.695 -0.784
H1 0.387 -1.656 1.342
H2 2.043 0.397 0.588
H3 0.673 1.891 -0.944

Results of the Mulliken charge analysis, in e, for atoms 1 through 4:
1. O -0.4990
2. C 0.4605
3. C -0.4437
4. C -0.0412



Formula: C3H3NO2
Source: OMol25
Level of theory: ωB97M-V with the def2-TZVPD basis set

Its structure (SMILES) is N#C[C@H](O)C=O. As for the HOMO-LUMO gap: 10.56 eV. Its LUMO energy is 0.317 eV. The energy above the lowest of the compared OMol25 structures with the same formula, charge and spin is 89.4 kcal/mol. Its calculated total energy is -321.23514 Eh. The calculation puts the max |F| at 0.10032 hartree/bohr.

CARTESIAN COORDINATES (ANGSTROEM)
N1 2.933 -0.509 0.043
C1 1.825 -0.267 -0.022
C2 0.258 -0.026 -0.189
O1 0.034 1.361 -0.490
C3 -1.359 -0.516 0.366
O2 -2.190 0.262 0.107
H1 -0.122 -0.689 -1.028
H2 0.048 1.873 0.377
H3 -1.427 -1.489 0.837

Results of the Mulliken charge analysis, in e, for atoms 1 through 4:
1. N -0.3294
2. C 0.2132
3. C 0.0123
4. O -0.4709



Formula: C3H3NO2
Source: OMol25
Level of theory: ωB97M-V with the def2-TZVPD basis set

As for the HOMO-LUMO gap (spin up / spin down): 8.17 / 8.17 eV. Its LUMO energy (spin up / spin down) is -0.996 / -0.995 eV. The energy above the lowest of the compared OMol25 structures with the same formula, charge and spin is 92.4 kcal/mol. Its calculated total energy is -321.23045 Eh. The calculation puts the max |F| at 0.01548 hartree/bohr.

CARTESIAN COORDINATES (ANGSTROEM)
O1 -1.602 -1.542 -0.584
C1 -0.933 -0.534 -0.473
N1 -0.891 0.538 -1.327
O2 0.155 1.345 -0.833
C2 0.785 0.873 0.160
C3 0.200 -0.401 0.565
H1 0.739 -1.306 0.274
H2 1.560 1.507 0.582
H3 -0.012 -0.481 1.636

Results of the Mulliken charge analysis, in e, for atoms 1 through 4:
1. O -0.6000
2. C 0.3617
3. N -0.3945
4. O -0.0257



Formula: C3H3NO2
Source: OMol25
Level of theory: ωB97M-V with the def2-TZVPD basis set

As for the HOMO-LUMO gap (spin up / spin down): 8.87 / 8.20 eV. Its LUMO energy (spin up / spin down) is 0.136 / 0.268 eV. The energy above the lowest of the compared OMol25 structures with the same formula, charge and spin is 175.8 kcal/mol. Its calculated total energy is -321.09743 Eh. The calculation puts the max |F| at 0.08107 hartree/bohr.

CARTESIAN COORDINATES (ANGSTROEM)
C1 0.435 0.578 0.524
C2 -0.268 -0.670 1.037
C3 1.257 -0.067 -0.598
N1 1.375 0.380 1.586
O1 0.654 -0.693 1.960
O2 2.137 -0.700 -0.126
H1 0.021 1.555 0.269
H2 -1.186 -1.398 0.985
H3 1.098 0.121 -1.765

Results of the Mulliken charge analysis, in e, for atoms 1 through 4:
1. C 0.2561
2. C -0.3476
3. C -0.0582
4. N -0.4452



Formula: C3H3NO2
Source: OMol25
Level of theory: ωB97M-V with the def2-TZVPD basis set

As for the HOMO-LUMO gap (spin up / spin down): 7.70 / 7.70 eV. Its LUMO energy (spin up / spin down) is -0.881 / -0.882 eV. The energy above the lowest of the compared OMol25 structures with the same formula, charge and spin is 82.1 kcal/mol. Its calculated total energy is -321.24674 Eh. The calculation puts the max |F| at 0.02110 hartree/bohr.

CARTESIAN COORDINATES (ANGSTROEM)
O1 2.478 -0.875 0.763
C1 1.423 -0.434 0.955
N1 0.672 0.695 -0.055
C2 -0.644 0.628 -0.116
C3 -1.135 -0.698 0.091
O2 -0.311 -1.597 0.307
H1 1.044 1.632 0.111
H2 -1.281 1.501 0.004
H3 -2.212 -0.863 0.236

Results of the Mulliken charge analysis, in e, for atoms 1 through 4:
1. O -0.2958
2. C 0.1587
3. N -0.1567
4. C -0.2805



Question: The lowest calculated total energy belongs to which entry?
Answer: number 3



Question: What is the max |F| in the tenth record?
Answer: 0.02110 hartree/bohr